Below is an isolated ion of composition C11H17N2O and charge +1, with properties calculated with the ωB97M-V functional and the def2-TZVPD basis.

Its charge is +1. The calculation puts the maximum force at 3.86 eV/Å. The calculation puts the total energy at -16702.2119 eV. Its energy above the lowest of the compared OMol25 structures with the same formula, charge and spin is 58.4 kcal/mol. The calculation puts the HOMO energy at -14.132 eV. The structure (SMILES) is CC(C)[N+]1=C2[C@H]3CC[C@H](C3)[C@H]2C(=O)N1.

Positions of all 31 atoms, in Å:
C 2.665 -0.437 -1.185
C 1.972 -0.049 0.141
C 2.803 -0.453 1.323
N 0.672 -0.677 0.342
C -0.490 -0.192 0.664
C -1.093 1.168 0.575
C -1.497 1.132 -0.980
C -2.720 0.120 -1.048
C -2.749 -0.401 0.379
C -2.473 0.856 1.267
C -1.519 -1.280 0.684
C -0.849 -2.346 -0.148
O -1.332 -3.330 -0.574
N 0.506 -2.075 0.102
H 2.698 -1.499 -1.310
H 2.178 -0.020 -1.994
H 3.612 -0.124 -1.061
H 1.748 1.043 0.153
H 3.193 -1.469 1.321
H 2.281 -0.377 2.321
H 3.712 0.196 1.333
H -0.506 2.112 0.903
H -0.584 0.844 -1.670
H -2.033 2.111 -1.219
H -3.609 0.662 -1.287
H -2.611 -0.619 -1.847
H -3.660 -0.870 0.485
H -2.381 0.616 2.325
H -3.127 1.773 1.147
H -1.569 -1.663 1.715
H 1.161 -2.625 -0.489



Below is a 2-piece molecular cluster, C11H17N4 overall, with properties calculated with the ωB97M-V functional and the def2-TZVPD basis.

Its charge is 0. Its multiplicity is 2. The calculation puts the maximum force at 5.34 eV/Å. The calculation puts the total energy at -17638.6353 eV. Its energy above the lowest of the compared OMol25 structures with the same formula, charge and spin is 58.1 kcal/mol. The calculation puts the HOMO energy (spin up / spin down) at -2.884 / -7.831 eV.

Positions of all 32 atoms, in Å:
C 3.034 0.992 0.797
C 2.092 0.784 -0.260
C 1.577 1.664 -1.231
C 1.535 -0.499 -0.623
C 0.575 -0.272 -1.704
C 1.587 -1.786 0.008
C -0.047 -1.395 -2.356
C 1.011 -2.898 -0.746
C 0.171 -2.654 -1.819
N 0.696 0.985 -2.175
H 2.687 1.323 1.759
H 3.726 1.799 0.439
H 1.918 2.648 -1.369
H 0.567 1.222 -3.145
H 2.016 -1.878 0.956
H -0.764 -1.089 -3.134
H 1.344 -3.938 -0.427
H -0.042 -3.596 -2.388
H 3.546 0.100 1.044
C -1.754 -0.418 2.771
C -2.280 1.065 0.674
N -2.362 0.708 1.963
N -1.691 0.198 -0.107
N -2.730 2.353 0.269
H -2.760 1.415 2.555
H -1.732 -0.746 0.143
H -1.193 0.621 -0.879
H -2.752 3.238 0.940
H -3.188 2.431 -0.608
H -2.420 -1.291 2.714
H -1.413 -0.211 3.782
H -0.957 -0.876 2.158



Below is a 2-piece molecular cluster, C11H17N4 overall, with properties calculated with the ωB97M-V functional and the def2-TZVPD basis.

Its charge is +1. The calculation puts the maximum force at 4.31 eV/Å. The calculation puts the total energy at -17633.4874 eV. Its energy above the lowest of the compared OMol25 structures with the same formula, charge and spin is 109.6 kcal/mol. The calculation puts the HOMO energy at -11.767 eV.

Positions of all 32 atoms, in Å:
C 3.496 -0.021 -2.266
C 3.174 0.494 -1.024
C 2.530 -0.433 -3.126
C 1.862 0.648 -0.601
C 1.215 -0.261 -2.716
C 0.826 0.220 -1.434
C -1.066 -0.621 3.388
C -0.029 -1.805 1.479
C -2.548 2.110 -0.015
C -0.601 -0.460 1.921
C -1.782 0.049 1.210
N 0.149 -0.705 -3.415
N -0.876 -0.431 -2.604
N -0.535 0.066 -1.422
N -1.653 1.282 0.812
H 4.558 -0.064 -2.380
H 3.815 0.763 -0.293
H 2.883 -0.817 -4.061
H 1.862 1.079 0.350
H -1.016 0.250 4.031
H -2.060 -1.018 3.409
H -0.636 -1.455 3.831
H 0.742 -1.568 0.830
H -0.831 -2.468 1.027
H 0.296 -2.488 2.339
H -2.129 2.497 -0.864
H -3.374 1.552 -0.232
H -3.090 2.831 0.604
H 0.062 0.302 1.902
H -2.589 -0.666 1.126
H -1.836 -0.690 -2.649
H -0.818 1.829 0.843



Below is a 2-piece molecular cluster, C11H17N4 overall, with properties calculated with the ωB97M-V functional and the def2-TZVPD basis.

Its charge is +1. The calculation puts the maximum force at 5.31 eV/Å. The calculation puts the total energy at -17632.2218 eV. Its energy above the lowest of the compared OMol25 structures with the same formula, charge and spin is 138.8 kcal/mol. The calculation puts the HOMO energy (spin up / spin down) at -10.506 / -10.505 eV.

Positions of all 32 atoms, in Å:
C -2.778 -0.466 0.105
C -1.623 1.434 -0.714
C 2.250 1.043 0.636
C 2.608 -1.228 0.182
C -2.827 0.945 -0.066
C 2.756 0.183 -0.449
C 0.696 -0.586 1.135
C -0.603 -0.563 -0.809
C -3.733 1.923 0.538
C 4.022 0.731 -1.030
C -1.700 -2.676 -0.236
N -0.613 0.693 -1.122
N 1.272 0.636 1.399
N 1.533 -1.568 0.793
N -1.712 -1.229 -0.308
H -3.709 -0.786 0.627
H -1.369 2.400 -1.050
H 2.904 1.988 0.908
H 3.353 -2.078 0.089
H 2.069 0.276 -1.235
H -0.088 -0.902 1.834
H -0.060 -1.350 -1.208
H -4.146 2.457 -0.300
H -3.231 2.555 1.134
H -4.421 1.345 1.077
H 4.621 0.129 -1.591
H 4.812 1.001 -0.196
H 3.896 1.589 -1.567
H -2.733 -2.929 0.158
H -1.463 -2.937 -1.177
H -0.808 -3.121 0.284
H 0.823 1.089 2.160



Below is the molecule C11H17N5O4, with properties calculated with the ωB97M-V functional and the def2-TZVPD basis.

Its charge is 0. The calculation puts the maximum force at 5.97 eV/Å. The calculation puts the total energy at -27321.2348 eV. Its energy above the lowest of the compared OMol25 structures with the same formula, charge and spin is 104.7 kcal/mol. The calculation puts the HOMO energy at -8.710 eV. The structure (SMILES) is NC(=O)CC[C@H](NC(=O)[C@@H](N)Cc1c[nH]cn1)C(=O)O.

Positions of all 37 atoms, in Å:
N 4.917 2.915 -0.060
C 4.576 1.543 0.163
O 5.337 0.790 0.654
C 3.283 0.952 -0.242
C 2.849 -0.315 0.439
C 1.631 -1.007 -0.195
N 0.718 -1.629 0.862
C -0.445 -1.121 1.347
O -0.890 -1.556 2.417
C -1.406 -0.148 0.685
N -1.217 0.168 -0.695
C -2.910 -0.690 1.055
C -4.134 0.056 0.512
C -4.815 -0.432 -0.571
N -5.183 0.677 -1.282
C -4.799 1.720 -0.566
N -4.152 1.467 0.535
C 1.905 -2.038 -1.192
O 1.728 -1.806 -2.318
O 2.391 -3.208 -0.794
H 5.836 2.931 -0.333
H 4.275 3.589 -0.372
H 2.480 1.731 0.090
H 3.262 0.743 -1.295
H 3.625 -0.962 0.304
H 2.673 -0.274 1.588
H 0.884 -0.358 -0.687
H 1.155 -2.165 1.471
H -1.348 0.733 1.400
H -1.201 1.181 -0.898
H -1.945 -0.249 -1.181
H -2.765 -0.564 2.181
H -2.968 -1.726 0.671
H -4.887 -1.448 -0.934
H -5.686 1.082 -2.100
H -5.042 2.811 -0.842
H 2.269 -3.392 0.186



Below is C11H17N6O2S4SbW as an isolated structure, with properties calculated with the ωB97M-V functional and the def2-TZVPD basis.

Its charge is 0. Its multiplicity is 3. The calculation puts the maximum force at 0.53 eV/Å. The calculation puts the total energy at -76425.9275 eV. The calculation puts the HOMO energy (spin up / spin down) at -7.955 / -8.340 eV.

Positions of all 42 atoms, in Å:
W 1.926 -0.914 0.487
S 4.079 -0.193 1.260
Sb 3.950 -2.248 2.518
S 2.487 -2.498 -0.792
S 1.556 -1.916 2.617
S 4.641 -1.423 4.685
C 0.949 3.821 1.516
N 1.361 3.047 0.350
C 1.681 3.648 -0.854
C 2.044 2.938 -1.927
C 2.123 1.471 -1.863
O 2.416 0.765 -2.804
N 1.795 0.949 -0.620
C 1.412 1.694 0.428
O 1.114 1.055 1.468
H 1.439 4.791 1.480
H 1.259 3.295 2.414
H -0.132 3.957 1.536
H 1.620 4.727 -0.858
H 2.294 3.421 -2.858
C -0.855 -2.508 0.443
N -2.233 -2.733 0.066
C -2.363 -2.603 -1.385
N -1.958 -1.272 -1.841
C -0.575 -1.056 -1.475
N -0.366 -1.142 0.020
C -1.290 -0.138 0.647
N -2.673 -0.367 0.286
C -3.064 -1.713 0.704
C -2.795 -0.279 -1.170
H -0.206 -3.246 -0.028
H -0.749 -2.583 1.523
H -3.403 -2.775 -1.666
H -1.736 -3.353 -1.870
H -0.248 -0.070 -1.802
H 0.058 -1.809 -1.940
H -0.995 0.852 0.303
H -1.158 -0.191 1.727
H -4.108 -1.879 0.433
H -2.963 -1.796 1.788
H -2.496 0.719 -1.495
H -3.837 -0.444 -1.450



Below is a 2-piece molecular cluster, C11H17NO overall, with properties calculated with the ωB97M-V functional and the def2-TZVPD basis.

Its charge is 0. The calculation puts the maximum force at 1.29 eV/Å. The calculation puts the total energy at -15219.2001 eV. Its energy above the lowest of the compared OMol25 structures with the same formula, charge and spin is 24.1 kcal/mol. The calculation puts the HOMO energy at -8.205 eV. The structure (SMILES) is CC(C)Cn1cccc1.CC=C=O.

Positions of all 30 atoms, in Å:
C -0.979 -2.095 1.332
C -0.390 -1.756 -0.035
C -1.342 -2.175 -1.151
C -0.048 -0.256 -0.129
N -1.166 0.609 0.124
C -2.108 0.985 -0.779
C -3.029 1.777 -0.149
C -2.626 1.889 1.195
C -1.477 1.158 1.328
H -0.284 -1.826 2.126
H -1.188 -3.159 1.400
H -1.911 -1.553 1.488
H 0.553 -2.301 -0.156
H -2.292 -1.656 -1.053
H -1.531 -3.244 -1.106
H -0.917 -1.944 -2.127
H 0.734 -0.027 0.601
H 0.342 -0.046 -1.131
H -2.052 0.680 -1.806
H -3.895 2.225 -0.594
H -3.118 2.445 1.969
H -0.850 0.998 2.183
C 3.596 2.071 -0.782
C 3.528 0.583 -0.580
C 4.080 -0.061 0.394
O 4.564 -0.664 1.267
H 2.594 2.495 -0.795
H 4.170 2.541 0.012
H 4.069 2.299 -1.737
H 2.971 0.010 -1.309



Below is the molecule C11H17NOS, with properties calculated with the ωB97M-V functional and the def2-TZVPD basis.

Its charge is 0. The calculation puts the maximum force at 5.55 eV/Å. The calculation puts the total energy at -26050.7998 eV. Its energy above the lowest of the compared OMol25 structures with the same formula, charge and spin is 112.8 kcal/mol. The calculation puts the HOMO energy at -8.547 eV. The structure (SMILES) is CCSc1ccc(C[C@@H](C)NO)cc1.

Positions of all 31 atoms, in Å:
C -4.188 1.607 -0.601
C -4.125 0.117 -1.007
S -3.842 -1.065 0.267
C -2.084 -0.975 0.537
C -1.494 -0.089 1.335
C -0.146 -0.055 1.295
C 0.634 -0.984 0.650
C 2.192 -0.951 0.858
C 2.819 0.071 -0.053
C 2.488 1.615 0.150
N 4.276 0.157 -0.257
O 4.872 -1.053 -0.801
C 0.037 -1.864 -0.292
C -1.369 -1.905 -0.329
H -4.716 2.294 -1.294
H -3.184 2.141 -0.407
H -4.718 1.638 0.410
H -5.177 -0.099 -1.214
H -3.542 -0.384 -1.878
H -1.979 0.888 1.894
H 0.478 0.869 1.752
H 2.517 -2.037 0.767
H 2.292 -0.749 1.925
H 2.479 -0.144 -1.119
H 2.702 2.088 1.112
H 1.374 1.853 0.021
H 2.998 2.312 -0.491
H 4.720 0.394 0.696
H 4.938 -0.695 -1.926
H 0.691 -2.317 -1.102
H -1.943 -2.680 -0.901